{"formula": "C20H52N3Na2O8", "method": "wB97M-V/def2-TZVPD", "symbols": ["Na", "Na", "C", "O", "H", "H", "H", "C", "O", "C", "C", "N", "C", "C", "O", "C", "H", "H", "H", "H", "H", "H", "H", "H", "H", "H", "H", "H", "H", "H", "H", "C", "O", "C", "C", "N", "C", "C", "O", "C", "H", "H", "H", "H", "H", "H", "H", "H", "H", "H", "H", "H", "H", "H", "H", "C", "O", "C", "C", "N", "C", "C", "O", "C", "H", "H", "H", "H", "H", "H", "H", "H", "H", "H", "H", "H", "H", "H", "H", "C", "O", "H", "H", "H", "H"], "xyz": [[-2.710, 0.300, -1.595], [-0.333, 1.135, -2.659], [0.000, -0.691, -0.735], [-1.099, 0.003, -1.348], [0.942, -0.275, -1.091], [0.012, -0.385, 0.311], [0.083, -1.775, -0.813], [-3.299, 6.837, -2.298], [-2.683, 6.115, -1.217], [-1.361, 5.642, -1.435], [-0.908, 4.489, -0.404], [-1.624, 3.235, -0.807], [-1.209, 1.961, -0.214], [-1.013, 1.968, 1.270], [-2.240, 2.370, 1.929], [-2.209, 2.136, 3.347], [-2.790, 7.800, -2.332], [-4.378, 6.928, -2.172], [-3.096, 6.362, -3.258], [-0.617, 6.439, -1.420], [-1.397, 5.173, -2.418], [-1.158, 4.932, 0.559], [0.175, 4.421, -0.512], [-1.461, 3.134, -1.799], [-0.334, 1.526, -0.698], [-1.946, 1.176, -0.386], [-0.284, 2.716, 1.581], [-0.615, 0.973, 1.470], [-3.157, 1.983, 3.864], [-1.586, 2.907, 3.802], [-1.579, 1.248, 3.383], [5.753, -3.727, 1.890], [6.133, -2.337, 1.798], [5.223, -1.377, 2.345], [5.825, -0.031, 2.036], [5.549, 0.404, 0.693], [4.273, 1.188, 0.475], [3.860, 1.294, -1.067], [3.511, 0.017, -1.618], [2.464, -0.661, -0.916], [6.606, -4.354, 1.631], [4.842, -4.114, 1.433], [5.647, -4.075, 2.917], [5.175, -1.578, 3.415], [4.238, -1.473, 1.889], [6.897, -0.103, 2.221], [5.531, 0.715, 2.775], [5.797, -0.252, -0.033], [4.535, 2.181, 0.840], [3.342, 0.931, 0.980], [4.619, 1.790, -1.672], [2.951, 1.867, -1.246], [2.848, -1.134, -0.012], [1.945, -1.377, -1.553], [1.812, 0.098, -0.483], [-2.925, -5.732, -4.022], [-2.964, -4.306, -4.200], [-3.367, -3.555, -3.049], [-2.235, -2.581, -2.600], [-2.542, -1.640, -1.505], [-3.084, -2.151, -0.239], [-3.338, -1.038, 0.883], [-3.609, -1.706, 2.150], [-4.372, -0.957, 2.967], [-2.110, -6.076, -4.659], [-3.771, -6.267, -4.453], [-2.841, -6.091, -2.996], [-3.698, -4.098, -2.164], [-4.182, -2.891, -3.335], [-1.895, -1.982, -3.445], [-1.413, -3.185, -2.215], [-1.754, -1.055, -1.264], [-2.292, -2.656, 0.315], [-3.972, -2.761, -0.407], [-4.089, -0.364, 0.469], [-2.412, -0.523, 1.141], [-5.252, -0.545, 2.474], [-3.790, -0.126, 3.367], [-4.750, -1.460, 3.857], [1.755, -2.116, 1.827], [2.492, -0.930, 2.392], [2.326, -2.309, 0.919], [1.728, -3.038, 2.408], [0.772, -1.779, 1.499], [2.079, -0.758, 3.242]], "lowdin_charge": [0.476, 0.716, -0.148, -0.572, -0.019, 0.081, 0.124, -0.077, -0.197, -0.199, -0.129, -0.010, -0.231, -0.183, -0.174, -0.075, 0.088, 0.093, 0.077, 0.122, 0.097, 0.125, 0.111, 0.073, 0.091, 0.078, 0.132, 0.106, 0.090, 0.091, 0.076, -0.102, -0.188, -0.217, -0.211, -0.038, -0.152, -0.161, -0.169, -0.131, 0.085, 0.075, 0.075, 0.125, 0.075, 0.122, 0.122, 0.113, 0.109, 0.081, 0.122, 0.098, 0.069, 0.121, 0.067, -0.089, -0.171, -0.197, -0.150, -0.154, -0.123, -0.140, -0.150, -0.154, 0.085, 0.081, 0.087, 0.111, 0.119, 0.117, 0.117, -0.112, 0.119, 0.122, 0.126, 0.112, 0.097, 0.066, 0.101, -0.068, -0.159, 0.053, 0.095, 0.056, 0.085], "gap_ev": 6.1, "total_charge": 1, "lumo_energy_ev": -4.21, "total_energy_ha": -1883.240866, "homo_energy_ha": -0.3790, "spin_multiplicity": 1}